i | Entry from the OMol25 dataset: a single C19H23NO3 molecule (ωB97M-V with the def2-TZVPD basis set).

Atoms and positions in Å:
C: -5.53 -2.71 -4.00
C: -5.44 -2.12 -2.60
H: -5.74 -1.07 -2.59
H: -6.07 -2.66 -1.89
O: -4.08 -2.21 -2.16
C: -3.81 -1.74 -0.94
O: -4.65 -1.27 -0.21
C: -2.33 -1.85 -0.63
C: -1.66 -0.53 -1.04
C: -0.18 -0.57 -0.65
N: -0.05 -0.76 0.79
C: -0.61 -2.04 1.18
C: -2.10 -2.08 0.86
H: -2.62 -1.30 1.42
H: -2.52 -3.04 1.16
H: -0.10 -2.88 0.67
H: -0.47 -2.17 2.26
C: 1.33 -0.59 1.23
C: 1.80 0.85 1.11
C: 0.91 1.87 1.42
C: 1.33 3.22 1.36
C: 2.60 3.54 1.00
C: 3.53 2.53 0.69
C: 4.85 2.86 0.33
C: 5.77 1.89 0.05
C: 5.40 0.54 0.13
C: 4.12 0.19 0.47
C: 3.14 1.16 0.76
H: 3.88 -0.86 0.53
H: 6.13 -0.22 -0.08
H: 6.79 2.15 -0.23
H: 5.12 3.91 0.28
H: 2.91 4.57 0.95
H: 0.60 3.97 1.61
O: -0.37 1.66 1.79
H: -0.58 0.71 1.62
H: 1.38 -0.89 2.28
H: 1.99 -1.26 0.66
H: 0.33 -1.38 -1.20
H: 0.30 0.38 -0.91
H: -2.14 0.30 -0.52
H: -1.75 -0.37 -2.11
H: -1.92 -2.67 -1.22
H: -5.22 -3.75 -3.99
H: -6.56 -2.65 -4.35
H: -4.89 -2.16 -4.68

Calculated values
highest occupied orbital energy	-7.790	eV
LUMO energy	0.77	eV
SMILES	CCOC(=O)C1CCN(Cc2c(O)ccc3ccccc23)CC1

***

ii | Entry from the OMol25 dataset: 2 unconnected molecules or ions with the total composition C19H23NO3 (ωB97M-V with the def2-TZVPD basis set).

Atoms and positions in Å:
C: -5.13 -1.21 0.59
H: -5.24 -2.17 0.99
O: -3.62 -1.01 0.49
C: -3.14 -0.03 -0.06
C: -3.89 0.87 -0.77
C: -3.30 2.05 -1.10
C: -1.96 2.07 -0.96
C: -1.18 1.18 -0.67
C: -1.85 0.09 -0.10
C: -0.96 -1.09 0.62
N: -0.09 -1.35 -0.32
C: 0.54 -2.61 -0.28
O: 0.60 -3.57 0.71
C: 1.50 -3.01 -1.35
C: 2.81 -2.36 -1.60
H: 3.38 -2.63 -0.49
H: 3.37 -2.82 -2.33
O: 2.60 -1.01 -1.52
C: 2.81 -0.02 -0.58
C: 2.95 -0.46 0.91
C: 3.00 0.45 1.69
C: 2.71 1.89 1.65
C: 2.54 2.30 0.24
C: 2.43 1.27 -0.63
H: 2.29 1.66 -2.07
C: 2.37 3.65 -0.14
H: 1.33 3.74 0.28
H: 2.30 3.96 -1.23
H: 2.96 4.23 0.43
H: 2.91 2.49 2.35
H: 3.26 0.26 2.75
H: 3.08 -1.57 0.94
H: 1.73 -4.13 -1.29
H: 0.89 -3.04 -2.32
H: 0.10 -1.06 -1.16
C: -0.28 -0.36 1.95
H: 0.37 0.29 1.53
H: 0.26 -1.35 2.60
H: -1.09 -0.21 2.64
H: -1.77 -1.75 0.98
H: 0.00 1.13 -0.35
H: -1.49 3.12 -1.30
H: -3.92 2.90 -1.57
H: -5.04 0.88 -0.62
H: -5.76 -0.34 1.00
H: -5.41 -1.29 -0.53

Calculated values
highest occupied orbital energy	-8.281	eV
LUMO energy	0.70	eV

***

iii | Entry from the OMol25 dataset: a single C19H23NO3 molecule (ωB97M-V with the def2-TZVPD basis set).

Atoms and positions in Å:
C: -2.25 -5.70 0.01
O: -2.38 -4.46 -0.62
C: -1.71 -3.38 -0.09
C: -0.97 -3.44 1.09
C: -0.34 -2.33 1.61
C: -0.43 -1.11 0.97
C: -1.15 -1.04 -0.21
C: -1.78 -2.14 -0.76
O: -2.47 -1.88 -1.92
C: -2.82 -2.93 -2.80
H: -1.96 -3.57 -3.02
H: -3.15 -2.43 -3.71
H: -3.63 -3.54 -2.40
H: -1.22 -0.11 -0.75
C: 0.27 0.11 1.49
C: 1.57 0.37 0.73
O: 1.86 -0.15 -0.32
N: 2.38 1.25 1.36
H: 2.06 1.69 2.21
C: 3.64 1.69 0.83
C: 3.73 3.21 0.68
H: 3.42 3.68 1.62
H: 4.77 3.48 0.50
C: 2.87 3.75 -0.47
C: 1.40 3.51 -0.30
C: 0.71 4.06 0.77
C: -0.65 3.86 0.92
C: -1.35 3.12 -0.02
C: -0.67 2.58 -1.11
C: 0.69 2.77 -1.24
H: 1.21 2.34 -2.08
H: -1.21 2.02 -1.85
H: -2.41 2.97 0.08
H: -1.17 4.29 1.76
H: 1.24 4.66 1.50
H: 3.21 3.29 -1.40
H: 3.05 4.83 -0.55
H: 4.45 1.35 1.49
H: 3.75 1.20 -0.14
H: -0.36 0.99 1.37
H: 0.50 -0.01 2.55
H: 0.22 -2.42 2.53
H: -0.89 -4.38 1.62
H: -1.20 -6.03 0.05
H: -2.66 -5.69 1.02
H: -2.82 -6.40 -0.60

Calculated values
highest occupied orbital energy	-7.827	eV
LUMO energy	0.85	eV
SMILES	COc1ccc(CC(=O)NCCCc2ccccc2)cc1OC

***

How do the energies compare? Relative to the most stable structure, in kJ/mol: i 0.0; ii 1443.1; iii 124.4.

***

i | Entry from the OMol25 dataset: a single C3H5I molecule (ωB97M-V with the def2-TZVPD basis set).

Atoms and positions in Å:
C: -0.46 0.12 -0.35
C: -0.58 -0.89 0.54
C: 0.89 0.73 -0.36
I: -2.49 -1.90 0.91
H: -1.38 0.45 -0.85
H: 0.15 -1.10 1.23
H: 1.06 1.59 -1.17
H: 1.23 1.14 0.65
H: 1.56 -0.14 -0.61

Calculated values
highest occupied orbital energy	-8.929	eV
LUMO energy	0.47	eV
SMILES	C/C=C/I

***

ii | Entry from the OMol25 dataset: a single C3H5I molecule (ωB97M-V with the def2-TZVPD basis set).

Atoms and positions in Å:
C: 1.23 0.23 0.80
C: 0.00 -0.33 0.64
C: -0.87 0.13 -0.68
I: -0.67 -1.23 -2.37
H: 1.89 0.25 1.63
H: 1.63 0.60 -0.03
H: -0.62 -0.76 1.45
H: -1.86 0.04 -0.27
H: -0.72 1.07 -1.17

Calculated values
highest occupied orbital energy	-9.299	eV
LUMO energy	0.45	eV
SMILES	C=CCI

***

How do the energies compare? Relative to the most stable structure, in kJ/mol: i 0.0; ii 22.7.

***

i | Entry from the OMol25 dataset: 3 unconnected molecules or ions with the total composition C4H12N2 (ωB97M-V with the def2-TZVPD basis set).

Atoms and positions in Å:
C: -1.35 -1.34 -0.57
C: -0.91 0.18 -0.45
C: 0.38 0.53 -1.15
N: 0.53 -2.74 1.06
C: 1.18 -1.90 1.83
N: 0.37 2.79 0.25
H: -0.82 -1.72 -1.48
H: -2.54 -1.39 -0.55
H: -0.69 -1.84 0.23
H: -1.79 0.84 -0.71
H: -0.75 0.45 0.61
H: 0.60 1.67 -0.59
H: 0.30 0.79 -2.25
H: 1.42 0.14 -0.82
H: 1.29 -0.75 1.67
H: 1.71 -2.37 2.70
H: -0.22 3.45 -0.21
H: 1.27 3.20 0.45

Calculated values
highest occupied orbital energy (spin up / spin down)	-1.456 / -1.353	eV
LUMO energy (spin up / spin down)	3.85 / 2.70	eV
net charge	-1
⟨S²⟩	0.769
2S+1	2

***

ii | Entry from the OMol25 dataset: a gas-phase ion, C4H12N2 (charge -1) (ωB97M-V with the def2-TZVPD basis set).

Atoms and positions in Å:
C: -0.08 1.63 0.59
C: -1.12 0.64 0.35
C: -0.98 -0.20 -0.95
C: -0.25 -1.54 -0.88
N: 1.01 -1.56 -0.22
N: 1.23 1.10 1.10
H: 0.07 2.37 -0.34
H: -0.37 2.18 1.51
H: -1.19 -0.10 1.03
H: -2.05 1.17 0.70
H: -0.69 0.51 -1.76
H: -2.01 -0.22 -1.28
H: -0.78 -2.43 -0.33
H: -0.19 -2.03 -2.05
H: 1.49 -0.69 -0.21
H: 1.29 -2.49 -0.56
H: 1.49 0.83 2.10
H: 1.91 0.91 0.38

Calculated values
highest occupied orbital energy (spin up / spin down)	1.480 / -4.428	eV
LUMO energy (spin up / spin down)	4.22 / 4.12	eV
net charge	-1
⟨S²⟩	0.751
2S+1	2

***

How do the energies compare? Relative to the most stable structure, in kJ/mol: i 94.4; ii 0.0.

***

i | Entry from the OMol25 dataset: a single C4H4ClF molecule (ωB97M-V with the def2-TZVPD basis set).

Atoms and positions in Å:
C: -0.04 0.35 1.16
C: 0.47 1.43 0.64
C: -0.28 -0.80 0.08
C: 0.42 -0.22 -1.15
F: -1.56 -1.10 0.08
Cl: -0.73 0.08 -2.38
H: -0.49 0.32 2.14
H: 0.62 2.48 0.80
H: 0.30 -1.83 0.25
H: 1.30 -0.71 -1.62

Calculated values
highest occupied orbital energy (spin up / spin down)	-8.874 / -8.558	eV
LUMO energy (spin up / spin down)	-0.15 / -0.09	eV

***

ii | Entry from the OMol25 dataset: a single C4H4ClF molecule (ωB97M-V with the def2-TZVPD basis set).

Atoms and positions in Å:
C: -0.88 1.97 0.56
C: -0.81 1.04 -0.41
C: 0.07 -0.06 -0.04
C: 0.49 -1.12 -0.76
H: -0.53 1.81 1.53
H: -1.23 1.30 -1.34
H: 0.31 0.00 1.01
H: 0.28 -1.32 -1.84
F: -1.27 3.25 0.20
Cl: 1.13 -2.47 0.17

Calculated values
highest occupied orbital energy	-8.743	eV
LUMO energy	0.52	eV
SMILES	F/C=C/C=C/Cl

***

How do the energies compare? Relative to the most stable structure, in kJ/mol: i 335.2; ii 0.0.